# C23H49I2N3O5

A molecular structure, C23H49I2N3O5 (ωB97M-V/def2-TZVPD, OMol25).

Geometry as ORCA input:
```
! RIJCOSX wB97M-V def2-TZVPD def2/J DEFGRID3
* xyz 0 1
C 4.488 -0.264 1.767
N 3.468 -1.237 2.210
C 2.874 -2.016 1.118
C 1.463 -1.568 0.773
C 1.510 -0.319 -0.103
I 2.057 -0.636 -2.138
C 1.298 0.913 0.356
C 1.003 1.201 1.801
I 1.375 2.623 -0.871
C 0.888 -2.771 -0.109
C 0.332 -3.737 0.961
C -1.118 -4.164 0.797
C -2.071 -3.017 0.997
N -2.721 -2.787 2.055
C 0.430 -2.931 2.257
O 0.465 -3.354 3.405
N 0.535 -1.544 1.884
H 5.465 -0.507 2.158
H 4.215 0.726 2.106
H 4.576 -0.222 0.687
H 3.957 -1.905 2.781
H 3.452 -1.972 0.202
H 2.860 -3.061 1.407
H 1.497 0.498 2.445
H 1.279 2.218 2.029
H -0.066 1.136 1.955
H 0.026 -2.429 -0.661
H 1.612 -3.325 -0.681
H 0.952 -4.622 1.058
H -1.303 -4.614 -0.171
H -1.346 -4.916 1.546
H -2.134 -2.333 0.161
H -2.541 -3.506 2.754
H -0.331 -1.118 1.583
C -1.046 4.458 -6.174
C -0.213 3.624 -5.213
C -1.085 2.789 -4.292
O 0.639 4.471 -4.435
H -1.685 5.152 -5.620
H -0.403 5.053 -6.822
H -1.682 3.828 -6.797
H 0.451 2.971 -5.782
H -1.715 3.441 -3.679
H -0.459 2.208 -3.615
H -1.731 2.105 -4.845
H 0.082 5.060 -3.910
C 1.576 8.074 -2.560
C 1.033 7.195 -1.444
C 2.055 7.001 -0.335
O 0.633 5.927 -1.967
H 2.456 7.613 -3.015
H 0.830 8.201 -3.345
H 1.858 9.059 -2.186
H 0.129 7.645 -1.031
H 2.950 6.506 -0.724
H 1.649 6.367 0.453
H 2.351 7.955 0.102
H 1.415 5.505 -2.342
C -3.504 0.917 -1.178
C -2.592 0.107 -2.086
C -2.926 0.323 -3.553
O -2.683 -1.284 -1.763
H -4.546 0.615 -1.317
H -3.252 0.748 -0.131
H -3.424 1.984 -1.389
H -1.553 0.388 -1.903
H -3.951 0.002 -3.760
H -2.263 -0.267 -4.186
H -2.831 1.373 -3.830
H -3.590 -1.565 -1.918
C 0.253 -7.145 5.883
C -1.142 -6.622 6.195
C -2.075 -6.790 5.005
O -1.081 -5.253 6.582
H 0.690 -6.585 5.052
H 0.909 -7.017 6.744
H 0.231 -8.202 5.615
H -1.548 -7.158 7.054
H -1.701 -6.220 4.148
H -3.069 -6.410 5.242
H -2.163 -7.837 4.710
H -0.722 -4.750 5.842
*
```

Largest force on an atom in eV/Å: 3.167
Kohn-Sham gap in eV: 8.840
HOMO energy in eV: -8.7

Here are the Löwdin charges for atoms 1 to 2, given in e: C -0.100; N -0.067